Record 1
Computed, not measured: a molecular structure, C43H50N9TeY, with ωB97M-V with the def2-TZVPD basis set.

```
104
Properties=species:S:1:pos:R:3
Y -0.575 -0.133 0.297
C 5.536 0.054 -2.535
C 4.416 0.617 -1.703
C 3.522 1.562 -2.209
C 2.440 1.998 -1.472
C 2.172 1.504 -0.182
N 1.052 1.840 0.558
C 0.875 3.155 0.863
C 1.844 4.157 0.619
C 1.637 5.495 0.913
C 0.466 5.932 1.517
C 0.216 7.381 1.850
C -0.455 4.949 1.855
C -0.268 3.611 1.553
N -1.258 2.694 2.032
C -2.543 3.007 2.302
C -3.085 1.992 3.041
C -2.041 1.066 3.150
N -0.930 1.484 2.548
C 3.091 0.574 0.313
C 4.187 0.147 -0.422
N 2.933 0.074 1.655
C 3.912 -0.102 2.568
C 3.312 -0.475 3.743
C 1.936 -0.488 3.438
N 1.711 -0.149 2.181
H 5.748 0.693 -3.393
H 5.270 -0.938 -2.912
H 6.455 -0.051 -1.953
H 3.665 1.942 -3.216
H 1.742 2.717 -1.885
H 2.780 3.861 0.166
H 2.419 6.212 0.677
H 0.890 8.030 1.287
H 0.369 7.594 2.914
H -0.807 7.677 1.604
H -1.346 5.234 2.403
H -2.994 3.897 1.897
H -4.101 1.897 3.381
H -2.045 0.103 3.643
H 4.853 -0.597 0.003
H 4.943 0.075 2.310
H 3.790 -0.687 4.685
H 1.102 -0.682 4.094
C -0.770 -2.704 2.839
C 0.539 -3.173 2.122
N 0.534 -2.897 0.695
C 0.074 -4.002 -0.157
C -0.813 -3.536 -1.303
N -1.777 -2.543 -0.878
C -2.917 -3.052 -0.142
C -2.613 -3.283 1.331
N -1.776 -2.221 1.905
H -1.152 -3.526 3.458
H -0.531 -1.885 3.521
H 1.373 -2.639 2.563
H 0.711 -4.238 2.321
H 1.465 -2.644 0.385
H 0.928 -4.538 -0.584
H -0.462 -4.716 0.470
H -0.190 -3.074 -2.060
H -1.288 -4.424 -1.752
H -2.115 -2.021 -1.677
H -3.691 -2.293 -0.193
H -3.310 -3.984 -0.580
H -3.567 -3.350 1.864
H -2.098 -4.232 1.483
H -2.383 -1.521 2.317
C -5.327 -0.283 -1.188
Te -4.229 0.173 0.590
C -6.436 -0.633 1.686
H -6.216 0.347 -1.211
H -5.630 -1.334 -1.191
H -4.670 -0.065 -2.032
H -6.806 -1.570 1.229
H -7.235 0.122 1.599
H -6.254 -0.825 2.758
C -2.392 0.740 -0.635
C -2.440 1.872 -1.535
C -1.297 2.272 -2.297
C -1.313 3.289 -3.233
C -2.477 4.016 -3.499
C -3.613 3.683 -2.759
C -3.603 2.664 -1.817
H -0.367 1.728 -2.145
H -0.398 3.520 -3.774
H -2.492 4.810 -4.237
H -4.535 4.237 -2.920
H -4.503 2.455 -1.248
C 1.481 -1.230 -2.263
C 2.155 -2.434 -2.273
C 1.932 -3.437 -3.296
C 2.556 -4.652 -3.284
C 3.475 -5.011 -2.274
C 3.738 -4.055 -1.276
C 3.121 -2.832 -1.268
C 4.119 -6.291 -2.268
N 4.643 -7.321 -2.265
H 0.830 -0.938 -3.079
H 1.780 -0.454 -1.571
H 1.240 -3.200 -4.097
H 2.345 -5.366 -4.072
H 4.448 -4.299 -0.493
H 3.369 -2.124 -0.490
```

For the gap between HOMO and LUMO, the calculation gives 3.731 eV. The charge is -2. The value obtained for the HOMO energy is 0.00962 Ha. Its spin multiplicity is 1.

Atomic partial charges in e from the Mulliken method, atoms 1 to 6: atom 1 (Y): -1.2553, atom 2 (C): -1.6218, atom 3 (C): 0.8411, atom 4 (C): -1.3391, atom 5 (C): -0.0111, atom 6 (C): -0.9256


Record 2
Computed, not measured: a molecular structure, C43H51N7O7PSeSiTa, with ωB97M-V with the def2-TZVPD basis set.

```
112
Properties=species:S:1:pos:R:3
Ta -1.513 -0.893 -0.392
O 6.377 -0.697 -0.570
C 5.790 -1.405 -1.553
O 6.405 -1.749 -2.517
C 4.329 -1.725 -1.387
C 3.851 -2.879 -2.004
C 2.509 -3.203 -1.948
C 1.623 -2.370 -1.267
C 2.105 -1.239 -0.633
C 3.449 -0.906 -0.697
N 0.216 -2.618 -1.169
C -0.285 -3.712 -1.563
C -1.733 -3.918 -1.486
C -2.290 -5.090 -1.957
C -3.669 -5.239 -1.925
C -4.428 -4.210 -1.405
C -3.794 -3.073 -0.929
N -2.467 -2.918 -0.968
H 5.795 -0.601 0.194
H 4.550 -3.513 -2.533
H 2.177 -4.103 -2.447
H 1.433 -0.631 -0.049
H 3.787 0.005 -0.214
H 0.301 -4.536 -1.964
H -1.647 -5.872 -2.339
H -4.135 -6.139 -2.302
H -5.506 -4.277 -1.350
H -4.349 -2.262 -0.485
C 7.764 9.154 -0.914
O 7.380 8.297 0.156
C 6.431 7.373 -0.073
C 6.055 6.603 1.029
C 5.116 5.609 0.877
C 4.523 5.382 -0.364
C 4.872 6.172 -1.454
C 5.828 7.160 -1.318
N 3.589 4.314 -0.414
N 3.086 4.099 -1.530
C 2.146 3.025 -1.546
C 2.038 2.371 -2.746
C 1.160 1.281 -2.942
C 0.373 0.873 -1.905
O -0.483 -0.159 -1.933
C 0.432 1.557 -0.676
N -0.415 1.050 0.265
C -0.469 1.643 1.438
C 0.320 2.761 1.744
C 1.199 3.254 0.817
C 1.291 2.642 -0.459
H 8.473 9.857 -0.490
H 6.903 9.698 -1.308
H 8.244 8.588 -1.714
H 6.519 6.805 1.985
H 4.818 4.997 1.719
H 4.401 5.997 -2.411
H 6.105 7.755 -2.175
H 2.686 2.692 -3.552
H 1.154 0.749 -3.887
H -1.174 1.239 2.154
H 0.232 3.216 2.720
H 1.829 4.096 1.053
N -1.561 0.477 -5.022
C -3.065 0.378 -4.979
P -3.309 0.352 -3.149
O -2.636 1.643 -2.771
O -2.797 -1.008 -2.776
C -5.086 0.647 -2.765
N -5.113 1.925 -1.986
H -1.167 0.405 -5.958
H -1.167 -0.256 -4.414
H -1.288 1.362 -4.573
H -3.373 -0.535 -5.484
H -3.486 1.255 -5.464
H -5.496 -0.154 -2.156
H -5.672 0.750 -3.677
H -5.964 2.470 -2.099
H -4.256 2.451 -2.258
H -4.942 1.692 -0.993
C -3.393 -4.993 2.819
C -3.825 -3.551 2.749
O -3.523 -2.864 1.786
C -4.607 -2.972 3.875
C -4.975 -1.628 3.808
C -5.689 -1.051 4.842
C -6.042 -1.811 5.952
C -5.687 -3.151 6.021
C -4.971 -3.731 4.985
H -2.833 -5.243 1.920
H -4.258 -5.653 2.904
H -2.766 -5.163 3.697
H -4.693 -1.054 2.935
H -5.976 -0.009 4.787
H -6.596 -1.359 6.764
H -5.970 -3.744 6.880
H -4.705 -4.778 5.049
Se -3.469 0.230 0.288
C 1.683 -0.286 2.903
Si 0.749 -1.864 2.549
C 1.922 -3.162 1.865
C 0.091 -2.551 4.158
C -0.796 -1.625 1.483
H 2.564 -0.526 3.504
H 1.082 0.419 3.481
H 2.030 0.226 2.001
H 2.240 -3.806 2.688
H 2.821 -2.736 1.418
H 1.451 -3.802 1.115
H 0.894 -2.650 4.892
H -0.337 -3.546 4.003
H -0.686 -1.920 4.596
H -1.537 -1.204 2.177
H -1.117 -2.676 1.344
```

For the gap between HOMO and LUMO, the calculation gives 5.675 eV. The charge is +2. The value obtained for the HOMO energy is -0.41985 Ha. Its spin multiplicity is 1.

Atomic partial charges in e from the Mulliken method, atoms 1 to 6: atom 1 (Ta): 1.2121, atom 2 (O): -0.4757, atom 3 (C): 0.5060, atom 4 (O): -0.5217, atom 5 (C): 0.6519, atom 6 (C): -1.3886


Record 3
Computed, not measured: a molecular structure, C43H52BClCsF4N9O3PS, with ωB97M-V with the def2-TZVPD basis set.

```
116
Properties=species:S:1:pos:R:3
Cs -0.518 0.210 0.296
C 0.577 0.048 6.140
N -0.276 -0.918 5.475
C -0.317 -2.201 6.164
C -0.688 -3.171 5.057
N -0.060 -2.548 3.916
C -0.350 -3.087 2.604
C -0.111 -1.165 4.092
N -0.073 -0.367 3.112
C -0.231 1.067 3.259
C 1.092 1.821 3.092
N 1.585 1.665 1.738
C 2.713 2.109 1.355
N 3.739 2.751 2.060
C 3.464 3.605 3.204
C 4.648 3.381 1.110
C 4.330 2.709 -0.225
N 3.127 1.952 0.037
C 2.131 1.982 -1.018
H 0.184 0.240 7.141
H 0.613 0.990 5.610
H 1.603 -0.333 6.241
H -1.038 -2.191 6.984
H 0.675 -2.445 6.572
H -1.779 -3.237 4.931
H -0.297 -4.175 5.235
H -0.078 -4.145 2.591
H 0.256 -2.586 1.858
H -1.410 -2.982 2.347
H -0.728 1.357 4.191
H -0.901 1.399 2.461
H 1.800 1.422 3.831
H 0.907 2.874 3.327
H 3.096 3.044 4.056
H 2.761 4.403 2.948
H 4.412 4.056 3.503
H 5.687 3.230 1.415
H 4.446 4.457 1.064
H 5.145 2.064 -0.570
H 4.142 3.458 -1.001
H 2.552 1.563 -1.931
H 1.809 3.015 -1.202
H 1.251 1.417 -0.742
Cl 3.284 -1.405 -1.471
C 3.746 -0.611 -2.951
C 5.097 -0.377 -3.151
C 5.520 0.252 -4.312
C 4.586 0.632 -5.263
C 3.238 0.387 -5.045
C 2.780 -0.237 -3.885
P 0.989 -0.426 -3.504
C 0.211 0.364 -4.951
C 0.045 -0.258 -6.187
C -0.572 0.410 -7.232
C -1.026 1.711 -7.053
C -0.867 2.338 -5.827
C -0.259 1.662 -4.778
C 0.708 -2.201 -3.858
C -0.593 -2.662 -3.651
C -0.905 -3.991 -3.877
C 0.077 -4.884 -4.289
C 1.376 -4.437 -4.476
C 1.686 -3.099 -4.265
H 5.796 -0.683 -2.385
H 6.574 0.447 -4.465
H 4.900 1.124 -6.174
H 2.520 0.702 -5.790
H 0.393 -1.275 -6.324
H -0.702 -0.086 -8.186
H -1.514 2.230 -7.868
H -1.227 3.347 -5.675
H -0.161 2.150 -3.814
H -1.363 -1.977 -3.311
H -1.922 -4.330 -3.720
H -0.172 -5.925 -4.460
H 2.153 -5.122 -4.791
H 2.703 -2.757 -4.416
F 0.022 6.187 0.677
B 0.359 4.900 0.257
F 1.576 4.516 0.884
F 0.558 4.866 -1.134
F -0.663 4.000 0.603
N 0.878 -3.409 -0.512
C 0.143 -4.295 -0.578
N -0.696 -5.318 -0.661
C -0.143 -6.602 -1.090
C -1.291 -7.584 -1.354
C -2.576 -6.832 -1.675
C -3.026 -6.049 -0.443
C -1.841 -5.355 0.247
H 0.546 -6.993 -0.330
H 0.431 -6.418 -2.000
H -1.454 -8.217 -0.477
H -1.000 -8.252 -2.167
H -3.364 -7.520 -1.988
H -2.395 -6.159 -2.515
H -3.484 -6.747 0.262
H -3.788 -5.311 -0.694
H -1.559 -5.875 1.174
H -2.091 -4.329 0.511
O -2.762 -0.210 -2.782
C -3.219 -0.566 -1.708
N -2.534 -1.251 -0.740
S -3.389 -1.411 0.594
O -2.844 -0.579 1.658
O -3.633 -2.791 0.954
C -4.880 -0.687 0.000
C -6.099 -0.521 0.629
C -7.098 0.114 -0.098
C -6.866 0.565 -1.397
C -5.630 0.388 -2.004
C -4.640 -0.254 -1.281
H -6.271 -0.868 1.638
H -8.071 0.268 0.351
H -7.662 1.066 -1.931
H -5.426 0.737 -3.007
```

For the gap between HOMO and LUMO, the calculation gives 7.431 eV. The charge is -1. The value obtained for the HOMO energy is -0.20057 Ha. Its spin multiplicity is 1.

Atomic partial charges in e from the Mulliken method, atoms 1 to 6: atom 1 (Cs): 1.3939, atom 2 (C): -1.0344, atom 3 (N): 0.0575, atom 4 (C): -0.7388, atom 5 (C): -0.5878, atom 6 (N): 0.0863


Record 4
Computed, not measured: a molecular structure, C43H52F6NO4SSe2Tc, with ωB97M-V with the def2-TZVPD basis set.

```
110
Properties=species:S:1:pos:R:3
Tc -0.759 -0.618 -0.249
C 6.577 -0.935 -2.725
C 5.949 0.364 -2.196
C 5.733 1.305 -3.384
C 6.920 1.044 -1.219
C 4.639 0.034 -1.485
C 3.407 0.508 -1.904
C 2.258 0.117 -1.242
Se 0.554 0.741 -1.896
C 0.415 -0.588 -3.300
C 0.876 -0.341 -4.577
C 0.829 -1.336 -5.544
C 0.314 -2.574 -5.161
C -0.154 -2.862 -3.885
C -0.119 -1.831 -2.908
O -0.562 -2.010 -1.691
C -0.731 -4.237 -3.535
C 0.020 -4.845 -2.337
C -0.608 -5.221 -4.700
C -2.225 -4.084 -3.199
C 1.352 -1.050 -6.952
C 0.665 0.204 -7.517
C 2.869 -0.819 -6.891
C 1.078 -2.205 -7.919
C 2.233 -0.749 -0.124
O 1.114 -1.073 0.458
C 3.509 -1.199 0.338
C 4.636 -0.801 -0.367
C 3.740 -2.116 1.555
C 2.490 -2.477 2.368
C 4.361 -3.433 1.060
C 4.712 -1.418 2.521
H 7.520 -0.725 -3.239
H 5.897 -1.420 -3.428
H 6.777 -1.635 -1.913
H 6.693 1.522 -3.858
H 5.292 2.250 -3.061
H 5.080 0.851 -4.132
H 7.856 1.298 -1.725
H 7.153 0.394 -0.375
H 6.476 1.961 -0.828
H 3.302 1.184 -2.743
H 1.283 0.639 -4.802
H 0.272 -3.364 -5.898
H 1.086 -4.929 -2.563
H -0.367 -5.846 -2.123
H -0.098 -4.229 -1.449
H 0.435 -5.377 -4.984
H -1.169 -4.883 -5.574
H -1.020 -6.186 -4.393
H -2.361 -3.357 -2.403
H -2.649 -5.040 -2.874
H -2.778 -3.741 -4.077
H 0.929 1.097 -6.952
H -0.420 0.086 -7.477
H 0.959 0.362 -8.559
H 3.110 0.018 -6.232
H 3.267 -0.600 -7.886
H 3.371 -1.707 -6.503
H 0.012 -2.439 -7.955
H 1.627 -3.105 -7.634
H 1.396 -1.920 -8.924
H 5.595 -1.167 -0.016
H 1.769 -3.030 1.773
H 1.993 -1.585 2.746
H 2.795 -3.096 3.218
H 3.676 -3.931 0.371
H 4.548 -4.102 1.905
H 5.306 -3.267 0.539
H 4.278 -0.474 2.860
H 5.675 -1.203 2.056
H 4.891 -2.051 3.395
O -1.628 -2.135 0.827
N -2.865 -2.507 0.512
C -3.340 -3.603 1.136
C -4.601 -4.076 0.904
C -5.419 -3.396 -0.005
C -4.928 -2.277 -0.627
C -3.629 -1.804 -0.374
S -3.007 -0.412 -1.139
H -2.639 -4.054 1.822
H -4.940 -4.962 1.420
H -6.421 -3.749 -0.211
H -5.515 -1.711 -1.337
Se 2.187 1.703 1.613
C 3.370 3.122 2.082
C 3.047 4.009 3.109
C 3.912 5.037 3.447
C 5.119 5.186 2.777
C 5.447 4.303 1.756
C 4.578 3.284 1.403
H 2.111 3.886 3.641
H 3.648 5.720 4.245
H 5.798 5.984 3.048
H 6.385 4.417 1.228
H 4.826 2.601 0.598
C -0.639 2.256 3.084
C -1.568 1.519 2.101
O -0.826 0.875 1.160
C -2.481 2.630 1.477
F -1.801 3.277 0.518
F -3.625 2.193 0.936
F -2.844 3.570 2.393
C -2.444 0.581 2.979
F -3.054 1.267 3.985
F -3.429 -0.046 2.320
F -1.681 -0.360 3.557
H -0.070 2.999 2.525
H 0.051 1.527 3.506
H -1.201 2.743 3.876
```

For the gap between HOMO and LUMO (spin up / spin down), the calculation gives 6.859 / 5.738 eV. The charge is -1. The value obtained for the HOMO energy (spin up / spin down) is -0.16494 / -0.17347 Ha. Its spin multiplicity is 4.

Atomic partial charges in e from the Mulliken method, atoms 1 to 6: atom 1 (Tc): 0.4856, atom 2 (C): -1.7305, atom 3 (C): 2.2318, atom 4 (C): -2.0339, atom 5 (C): -1.6733, atom 6 (C): -0.6264


Computed calculated total energy, in the same sequence as the records: -2467.5576 -5668.1589 -4032.8287 -7906.6497 Eh.
Computed energy above the lowest of the compared OMol25 structures with the same formula, charge and spin, in the same sequence as the records: 232.52 66.24 129.96 107.29 kJ/mol.